Computed, not measured: a structure of composition CH3INO in a non-equilibrium geometry, with wB97M-V/def2-TZVPD.

Geometry as XYZ:
```
7
Properties=species:S:1:pos:R:3:mulliken_spin:R:1
N 0.7376 0.0527 -0.5648 0.499
H -0.6909 0.0339 0.9298 -0.009
H -1.1531 -0.1904 -0.8811 0.017
I 2.2009 -0.0966 0.8694 -0.009
H -0.6469 -1.5445 0.1651 0.043
O 0.0564 2.1578 -0.4228 1.486
C -0.5041 -0.4130 -0.0955 -0.028
```

Energy relative to the best compared isomer or geometry (same formula, charge and spin)   288.1 kJ/mol
Largest force on an atom   3.853 eV/Å
LUMO level (alpha / beta)   0.1250 / 0.1251 Eh
<S²>   2.020
Net charge   -1
Electronic energy   -12719.1328 eV
2S+1   3

***

Computed, not measured: the molecule C16H30N4O3S, with wB97M-V/def2-TZVPD.

Geometry as XYZ:
```
54
Properties=species:S:1:pos:R:3:nbo_charge:R:1
H -5.5905 -1.1352 2.2444 0.212
H -1.2310 1.4824 -2.0750 0.238
C -3.6421 -0.9729 -1.1048 -0.221
H 1.3036 1.4531 -2.0577 0.219
H -5.4885 0.3411 1.2686 0.219
H -5.4460 0.1533 -1.2904 0.219
C -5.7755 -1.4558 0.1090 -0.399
H -6.8618 -1.3552 0.0837 0.213
C 5.0744 -1.5354 0.4935 -0.407
H 2.5409 -2.6264 -0.6280 0.203
H 1.6074 -1.4198 0.2606 0.210
H 5.2043 -2.0622 -0.4543 0.190
H -0.6573 0.2335 1.3275 0.182
H -3.2673 -0.1903 2.1141 0.226
H 5.7120 -2.0305 1.2294 0.213
H 1.2356 1.6386 2.0914 0.233
C 3.6189 -1.6345 0.9616 -0.405
C 0.6921 1.9155 1.1876 -0.218
N 3.4455 0.6264 -0.7935 -0.470
H 5.3352 0.4349 1.3036 0.220
H -3.3532 -1.8330 1.4313 0.196
H -3.2001 -0.4920 -1.9768 0.225
H -1.3101 1.7538 2.0082 0.237
H 5.2547 0.3242 -1.7392 0.188
O -3.4937 1.7971 -1.3338 -0.944
C -5.2069 -0.7120 1.3146 -0.423
H 3.4158 -0.7972 1.6320 0.203
C -5.1662 -0.8949 -1.1732 -0.423
C -0.6699 1.1661 -1.1961 -0.246
H 5.1718 1.7457 -0.6779 0.226
H 0.6308 3.0108 1.1371 0.192
H -0.6032 0.0673 -1.1751 0.182
H 0.6350 2.8671 -1.2206 0.191
C 2.7932 1.4114 0.1181 0.813
N -1.3821 1.6553 -0.0383 -0.673
S -3.0183 1.3745 -0.0537 2.460
H 6.6298 -0.0685 0.2138 0.207
C 0.7327 1.7716 -1.1872 -0.208
H 1.9696 -0.4407 -1.8450 0.200
H -5.5206 -1.4499 -2.0433 0.212
H 3.6189 -1.0370 -1.9741 0.203
C 4.8964 0.6930 -0.7739 -0.205
C -3.6816 -0.7949 1.3082 -0.221
C 2.8866 -0.6188 -1.2804 -0.208
C 2.5871 -1.6360 -0.1693 -0.414
H 3.4820 -2.5512 1.5396 0.212
O -3.5540 1.9814 1.1233 -0.941
O 3.3752 2.0751 0.9536 -0.645
N -3.1111 -0.3033 0.0677 -0.702
C -0.7157 1.3255 1.2021 -0.243
N 1.3977 1.3737 0.0393 -0.502
C 5.5492 -0.0874 0.3701 -0.413
H -3.3129 -2.0172 -1.0635 0.195
H -5.5368 -2.5201 0.1910 0.190
```

Energy relative to the best compared isomer or geometry (same formula, charge and spin)   0.0 kJ/mol
Largest force on an atom   0.989 eV/Å
LUMO level   0.0243 Eh
Net charge   0
SMILES string   O=C(N1CCCCCC1)N1CCN(S(=O)(=O)N2CCCCC2)CC1
Electronic energy   -40017.7494 eV
2S+1   1

***

Computed, not measured: a structure of composition C26H28CrN6O, with wB97M-V/def2-TZVPD.

Geometry as XYZ:
```
62
Properties=species:S:1:pos:R:3:mulliken_spin:R:1
H 3.3159 3.1873 0.4322 0.000
H 4.5193 -1.8240 0.2691 0.000
H -3.1092 2.0658 -4.9862 0.000
C -2.5029 1.7453 -4.1499 0.012
H -2.7684 -1.6299 -1.4906 0.002
H 0.7991 0.7990 2.6415 0.002
H 5.1891 -1.8546 -2.1333 0.001
C -3.3761 0.7622 3.2918 0.008
H -2.5355 3.6448 -3.1466 0.000
H -4.8135 1.2839 1.7729 0.000
N -1.2565 -1.9795 -0.1340 -0.048
N 1.7276 -0.4964 -1.0563 -0.173
H -2.1981 -0.2694 -4.8644 0.000
N 0.3983 3.5086 -1.0601 0.003
C 2.7421 3.4090 -0.4633 -0.001
C 0.4222 -2.3767 1.5870 -0.014
H -1.6011 4.0742 -1.0566 0.001
H -0.2439 -4.9590 1.0250 0.000
H 2.4417 0.3003 1.5240 0.000
H -1.9958 -5.7371 -0.5512 0.000
H -1.7070 0.1670 4.5079 0.000
C -1.2123 0.2295 2.4245 0.072
N -1.6121 0.4763 1.1663 -0.127
C 4.2229 -1.4730 -1.8334 0.016
C 3.3281 -0.9798 -2.7717 -0.003
C -2.2188 -2.4019 -0.9648 0.034
H -0.8745 -0.9210 -2.8999 -0.015
O 1.0385 2.0016 0.4804 -0.001
C -2.1909 2.6199 -3.1200 -0.003
C 3.8506 -1.4551 -0.4973 0.005
H 1.3844 -0.1330 -3.0589 0.001
C 2.1019 -0.5148 -2.3448 0.064
Cr -0.1066 -0.0183 -0.2512 3.991
H -3.1805 1.0038 -0.0651 0.001
C 2.6150 -0.9478 -0.1421 0.073
H 2.7985 -1.3689 1.9715 0.003
N -0.9802 0.9158 -1.9585 -0.040
C -2.0093 0.4520 -4.0819 0.005
C -3.7955 0.9928 1.9891 -0.002
C -2.5262 -3.7347 -1.1427 -0.002
H 0.3876 -0.6516 3.5569 0.002
C -1.2623 0.0882 -2.9803 0.059
C -1.0120 3.1636 -0.9723 0.019
H -4.0577 0.8809 4.1229 0.000
C -0.5843 -2.8866 0.5765 0.051
C -2.0661 0.3660 3.5067 0.008
H 1.3311 -2.9728 1.4937 -0.003
C -0.8172 -4.2481 0.4433 0.003
C -2.8847 0.8363 0.9644 0.043
H 2.7753 4.4791 -0.6603 0.000
H 3.2047 2.8848 -1.3026 0.002
C -1.7976 -4.6805 -0.4328 0.006
H 3.5694 -0.9602 -3.8250 0.000
C 2.2136 -0.7417 1.2944 -0.028
H -3.3191 -4.0281 -1.8163 0.000
H 0.6716 4.2381 -1.6983 0.001
C 1.3335 2.9163 -0.2963 0.008
N 0.7569 -0.9337 1.4665 -0.016
C 0.2396 -0.1369 2.6043 -0.030
C -1.4226 2.1860 -2.0512 0.006
H -1.1767 2.7342 0.0142 0.004
H 0.0251 -2.5765 2.5858 0.000
```

Energy relative to the best compared isomer or geometry (same formula, charge and spin)   8.9 kJ/mol
Largest force on an atom   0.981 eV/Å
LUMO level (alpha / beta)   -0.1905 / -0.1976 Eh
<S²>   6.013
Net charge   +2
Electronic energy   -66816.7675 eV
2S+1   5

***

Computed, not measured: a cluster of 2 separate species, CH3N2P in total in a non-equilibrium geometry, with wB97M-V/def2-TZVPD.

Geometry as XYZ:
```
7
Properties=species:S:1:pos:R:3:nbo_charge:R:1
N -0.9630 -0.1027 0.7503 -1.177
H -2.0373 -0.2607 0.8619 0.425
N 2.3651 0.7412 -0.1279 -0.280
H -0.7596 0.8447 0.9846 0.410
C 1.4472 0.0248 -0.1376 -0.126
P 0.0343 -1.0475 -0.1763 0.894
H -0.0867 -0.1997 -2.1551 -0.147
```

Energy relative to the best compared isomer or geometry (same formula, charge and spin)   183.2 kJ/mol
Largest force on an atom   3.333 eV/Å
LUMO level   -0.0167 Eh
Net charge   0
Electronic energy   -13351.8864 eV
2S+1   1